Record 1
{
  "formula": "C30H57IN4O6",
  "method": "the ωB97M-V functional and the def2-TZVPD basis",
  "symbols": ["C", "C", "C", "N", "C", "I", "O", "C", "O", "O", "C", "C", "C", "C", "C", "O", "N", "C", "C", "H", "H", "H", "H", "H", "H", "H", "H", "H", "H", "H", "H", "H", "H", "H", "H", "H", "H", "H", "H", "H", "C", "C", "C", "C", "C", "C", "N", "O", "C", "C", "C", "H", "H", "H", "H", "H", "H", "H", "H", "H", "H", "H", "H", "H", "H", "H", "H", "H", "H", "C", "C", "C", "C", "C", "C", "N", "O", "C", "C", "C", "H", "H", "H", "H", "H", "H", "H", "H", "H", "H", "H", "H", "H", "H", "H", "H", "H", "H"],
  "xyz": [[5.22945, -0.60529, -0.51382], [3.85909, -0.21426, 0.23942], [3.80942, 1.28302, 0.83427], [2.55298, 1.93254, 0.33251], [2.78845, 3.22680, -0.34281], [2.85722, 4.86639, 1.11069], [3.93864, 3.41102, -1.19729], [3.71691, 4.77820, -1.67674], [4.56181, 5.69105, -1.80612], [2.28896, 4.83245, -1.92986], [1.65955, 3.56674, -1.47407], [1.75118, 2.70352, -2.85838], [1.72853, 1.11046, -2.62881], [0.16218, 3.86813, -0.98574], [-0.91338, 2.76688, -1.50226], [-1.50405, 2.89550, -2.61929], [-1.14041, 1.62546, -0.57156], [-1.56917, 0.39442, -1.31315], [-2.18716, 1.98837, 0.44629], [6.02720, 0.21099, -0.52519], [4.94929, -0.89127, -1.60266], [5.62280, -1.58274, -0.03660], [2.98077, -0.37155, -0.49742], [3.67086, -0.96304, 1.10220], [3.67637, 1.16657, 1.98240], [4.76489, 1.89180, 0.69170], [1.99589, 2.17918, 1.17777], [0.90110, 2.97913, -3.58921], [2.72917, 2.94369, -3.42825], [2.77905, 0.64567, -2.76858], [1.05999, 0.58938, -3.42246], [1.26769, 0.79644, -1.61259], [0.11968, 3.85878, 0.15756], [-0.14951, 4.88885, -1.43022], [-1.15886, 0.39131, -2.39297], [-2.71469, 0.27516, -1.34195], [-1.12216, -0.51490, -0.78195], [-2.04336, 3.09551, 0.69267], [-2.07834, 1.29609, 1.36182], [-3.26529, 1.83216, 0.06346], [-1.86185, 2.89195, 7.11781], [-2.18136, 1.98724, 5.90255], [-2.68677, 0.59457, 6.34247], [-1.59356, -0.34810, 6.82332], [-0.48048, -0.44669, 5.78337], [0.08886, 0.93327, 5.39426], [-0.98001, 1.91849, 5.01334], [-1.41710, 1.57924, 3.76645], [0.94410, 1.45787, 6.57539], [1.13647, 0.74706, 4.26261], [-3.39686, 2.71528, 5.25581], [-0.90308, 2.71290, 7.58991], [-1.86362, 3.94640, 6.83033], [-2.61590, 2.76670, 7.90273], [-3.20004, 0.10910, 5.50304], [-3.43972, 0.69872, 7.13104], [-1.20262, -0.01039, 7.78789], [-2.01749, -1.34085, 6.99625], [0.31608, -1.08870, 6.17539], [-0.87206, -0.95836, 4.89568], [1.21187, 2.50991, 6.43627], [1.87773, 0.89776, 6.66583], [0.46049, 1.34374, 7.54724], [0.72214, 0.25027, 3.38093], [1.96920, 0.12338, 4.60019], [1.55256, 1.71159, 3.95376], [-3.11664, 3.69999, 4.87171], [-4.18657, 2.86621, 5.99981], [-3.84611, 2.14450, 4.43852], [0.25759, -4.57901, -6.23722], [0.20044, -3.88677, -4.85342], [-0.05984, -4.90053, -3.71634], [-1.50531, -5.36177, -3.60381], [-2.44263, -4.15972, -3.52310], [-2.24836, -3.17856, -4.69764], [-0.81167, -2.78582, -4.89753], [-0.49243, -1.90183, -3.90895], [-2.83886, -3.82606, -5.97587], [-3.16302, -1.94250, -4.48000], [1.66334, -3.38389, -4.67180], [-0.70399, -4.80482, -6.68286], [0.78714, -3.95676, -6.96310], [0.79422, -5.53202, -6.17168], [0.22323, -4.45359, -2.75512], [0.58546, -5.77720, -3.83796], [-1.76217, -6.00540, -4.45063], [-1.62402, -5.97539, -2.70675], [-3.47776, -4.51767, -3.49529], [-2.27463, -3.64546, -2.56886], [-2.55795, -3.26466, -6.87235], [-3.93052, -3.84764, -5.93898], [-2.54820, -4.86979, -6.10921], [-2.96851, -1.43492, -3.53141], [-4.21657, -2.23556, -4.45797], [-3.04048, -1.21875, -5.29157], [1.92066, -2.62240, -5.41318], [2.36676, -4.21431, -4.79705], [1.84774, -2.96888, -3.67705]],
  "mulliken_spin": [0.00, 0.00, 0.00, 0.00, 0.00, 0.00, 0.00, 0.00, 0.00, 0.00, 0.00, 0.00, 0.00, 0.00, 0.00, 0.00, 0.00, 0.00, 0.00, 0.00, 0.00, 0.00, 0.00, 0.00, 0.00, 0.00, 0.00, 0.00, 0.00, 0.00, 0.00, 0.00, 0.00, 0.00, 0.01, 0.00, 0.00, 0.00, 0.01, 0.00, 0.01, 0.02, 0.01, -0.02, 0.01, 0.05, 0.32, 0.61, 0.01, -0.03, -0.01, 0.00, 0.00, 0.00, 0.00, 0.00, 0.00, 0.00, 0.00, 0.00, -0.01, 0.00, 0.00, 0.00, 0.00, 0.01, 0.00, 0.00, 0.00, 0.01, 0.03, 0.01, -0.02, 0.01, 0.04, 0.32, 0.60, 0.01, -0.01, -0.01, 0.00, 0.00, 0.00, 0.00, 0.00, 0.00, 0.00, 0.00, 0.00, -0.01, 0.00, 0.00, 0.01, 0.00, 0.00, 0.00, 0.00, 0.00],
  "multiplicity": 3,
  "homo_ev": [-9.075, -9.108],
  "largest_force_ha_per_bohr": 0.1224,
  "lumo_ha": [0.0114, -0.0157],
  "e_tot_ha": -2145.15181,
  "s_squared": 2.01
}


Record 2
{
  "formula": "C30H57N3O6",
  "method": "the ωB97M-V functional and the def2-TZVPD basis",
  "symbols": ["C", "C", "C", "O", "C", "H", "H", "H", "H", "H", "H", "H", "H", "C", "C", "C", "O", "C", "H", "H", "H", "H", "H", "H", "H", "H", "C", "C", "C", "O", "C", "H", "H", "H", "H", "H", "H", "H", "H", "C", "C", "C", "O", "C", "H", "H", "H", "H", "H", "H", "H", "H", "C", "C", "C", "O", "C", "H", "H", "H", "H", "H", "H", "H", "H", "C", "C", "C", "O", "C", "H", "H", "H", "H", "H", "H", "H", "H", "C", "C", "N", "H", "H", "H", "C", "C", "N", "H", "H", "H", "C", "C", "N", "H", "H", "H"],
  "xyz": [[0.28337, 5.66757, -6.47698], [-0.62907, 4.58239, -6.70827], [0.09197, 3.36013, -6.32414], [0.67785, 3.84408, -5.10358], [0.91894, 5.27842, -5.19851], [-0.34410, 6.55531, -6.39772], [0.85210, 5.94737, -7.36375], [-0.98282, 4.41544, -7.72566], [-1.55315, 4.57002, -6.13031], [0.76744, 3.06927, -7.12864], [-0.46971, 2.43552, -6.19103], [1.99793, 5.42963, -5.23040], [0.36182, 5.68939, -4.35659], [-5.25357, -0.05887, -2.73887], [-6.09096, -0.76960, -3.78212], [-7.39119, -1.19433, -3.04916], [-7.38156, -0.39655, -1.85703], [-6.40177, 0.62761, -1.94758], [-4.54795, 0.62540, -3.21001], [-4.73997, -0.68864, -2.01244], [-5.54402, -1.60095, -4.22687], [-6.46520, -0.05266, -4.51291], [-7.34580, -2.26272, -2.83800], [-8.29834, -0.88023, -3.56542], [-6.10755, 0.92657, -0.94152], [-6.77932, 1.45465, -2.54887], [5.39807, -5.19550, 4.31082], [3.89510, -5.05031, 4.25799], [3.56405, -3.81525, 4.94538], [4.38688, -3.93499, 6.09418], [5.64210, -4.44408, 5.64298], [5.98698, -4.68805, 3.54678], [5.71167, -6.23779, 4.36909], [3.33329, -5.91392, 4.61387], [3.54026, -4.91650, 3.23609], [2.51836, -3.86411, 5.24910], [3.72503, -2.89364, 4.38608], [6.11021, -5.10805, 6.36969], [6.29756, -3.57621, 5.57038], [-3.18454, -5.94797, 0.41001], [-1.82620, -6.00838, 0.89202], [-1.11716, -6.95977, -0.13589], [-2.06259, -7.26400, -1.19224], [-3.07414, -6.25152, -1.01308], [-3.76101, -5.06941, 0.69968], [-3.62756, -6.83387, 0.86501], [-1.86500, -6.39666, 1.90977], [-1.58723, -4.94511, 0.87097], [-0.65865, -7.81375, 0.36270], [-0.19397, -6.46869, -0.44354], [-4.01034, -6.62337, -1.42944], [-2.87179, -5.32360, -1.54799], [1.97372, -4.09625, -5.85531], [2.42408, -4.98449, -6.99455], [2.90223, -6.18784, -6.12264], [3.70870, -5.47659, -5.25705], [3.14676, -4.28432, -4.84894], [1.14283, -4.62262, -5.38557], [1.67989, -3.06626, -6.05753], [3.29093, -4.62597, -7.54965], [1.57759, -5.18884, -7.65013], [3.54424, -6.97224, -6.52343], [2.11854, -6.75112, -5.61605], [3.90410, -3.51261, -4.98679], [2.99555, -4.17096, -3.77545], [-3.17250, 1.76425, 7.04512], [-3.00329, 3.21672, 7.08406], [-2.21335, 3.45753, 5.74940], [-1.92415, 2.30090, 5.09642], [-2.99069, 1.39312, 5.59032], [-4.12204, 1.41214, 7.44823], [-2.37668, 1.34934, 7.66369], [-2.35565, 3.54230, 7.89809], [-3.91564, 3.81307, 7.09346], [-1.25049, 3.92617, 5.95283], [-2.64680, 4.27381, 5.17155], [-2.68015, 0.35699, 5.45584], [-3.85791, 1.56194, 4.95194], [0.26863, 8.68395, 2.27966], [0.63575, 10.02492, 2.69170], [0.92515, 11.07891, 3.07528], [0.32311, 7.99843, 3.12535], [1.01049, 8.27725, 1.59239], [-0.79285, 8.69227, 2.03205], [2.07454, 1.21002, 0.17572], [2.73107, 2.39380, 0.65083], [3.21337, 3.34294, 0.99268], [1.22898, 1.40919, -0.48265], [1.79127, 0.57766, 1.01713], [2.76597, 0.64643, -0.45070], [5.70945, 8.43876, 5.20225], [6.64148, 9.34162, 5.92528], [7.35211, 10.02572, 6.49755], [5.97657, 8.51463, 4.14821], [4.62206, 8.50888, 5.22973], [5.72808, 7.37635, 5.44521]],
  "lowdin_charge": [-0.21, -0.25, -0.22, -0.14, -0.16, 0.12, 0.13, 0.12, 0.13, 0.11, 0.12, 0.12, 0.13, -0.17, -0.18, -0.18, -0.16, -0.21, 0.11, 0.11, 0.11, 0.11, 0.11, 0.11, 0.12, 0.11, -0.14, -0.22, -0.24, -0.13, -0.20, 0.11, 0.11, 0.12, 0.11, 0.13, 0.13, 0.11, 0.11, -0.25, -0.19, -0.17, -0.10, -0.23, 0.13, 0.12, 0.11, 0.11, 0.11, 0.10, 0.12, 0.12, -0.16, -0.15, -0.21, -0.15, -0.22, 0.11, 0.11, 0.12, 0.11, 0.12, 0.12, 0.11, 0.11, -0.20, -0.17, -0.28, -0.12, -0.15, 0.12, 0.12, 0.11, 0.11, 0.11, 0.11, 0.12, 0.12, -0.08, -0.29, 0.12, 0.08, 0.09, 0.08, -0.08, -0.31, 0.13, 0.09, 0.08, 0.08, -0.08, -0.26, 0.12, 0.07, 0.08, 0.07],
  "relative_energy_kj_mol": 85.2,
  "smiles": "C1CCOC1.C1CCOC1.C1CCOC1.C1CCOC1.C1CCOC1.C1CCOC1.CC#N.CC#N.CC#N",
  "homo_ev": -9.543,
  "largest_force_ha_per_bohr": 0.0974,
  "lumo_ha": 0.0000,
  "e_tot_ha": -1792.69449
}